Record 1
The following is a quantum chemistry calculation of C65H63AuCl2F9N3O2P as an isolated structure, from the OMol25 dataset.

Atoms and positions in Å:
Au1 0.190 1.310 -0.813
Cl1 -1.809 -2.695 0.752
Cl2 1.511 -6.629 -0.973
P1 0.566 -0.043 2.291
F1 -3.098 -2.556 7.401
F2 4.622 -5.170 0.788
F3 -1.965 -1.067 8.471
F4 4.578 4.886 4.587
F5 2.997 4.991 6.048
F6 -3.779 -0.505 7.440
F7 4.910 -5.166 2.925
F8 6.119 -3.885 1.672
F9 2.807 6.053 4.176
O1 1.010 -0.948 -0.671
O2 2.424 -0.027 -2.143
N1 -1.815 0.553 -1.070
N2 1.192 2.985 -1.074
N3 0.383 -3.770 -0.943
C1 -0.304 -4.721 -0.242
C2 1.223 4.155 -3.171
C3 0.030 -1.516 4.747
C4 0.995 -3.961 -2.197
C5 5.344 3.465 -0.929
C6 1.454 1.402 3.029
C7 -4.823 1.091 1.308
C8 1.546 -2.665 2.244
C9 3.224 4.020 -4.516
C10 -2.255 -0.005 5.216
C11 -0.597 5.255 -1.746
C12 3.236 4.906 4.724
C13 -1.176 3.456 -3.435
C14 4.874 -4.366 1.836
C15 -5.214 2.346 -0.821
C16 4.181 2.494 -1.201
C17 -2.507 2.482 0.244
C18 -0.222 4.599 -3.077
C19 2.771 -2.305 -1.504
C20 -3.128 -2.140 -3.320
C21 -4.314 -3.068 -3.413
C22 2.594 3.693 4.117
C23 0.443 -4.831 -3.129
C24 -1.823 -6.653 1.190
C25 2.227 -4.356 -4.661
C26 2.023 -0.966 -1.443
C27 -0.934 -0.492 -3.048
C28 1.741 3.802 3.035
C29 2.512 -3.645 2.121
C30 -0.738 -1.750 5.876
C31 2.320 1.309 4.120
C32 -2.098 -2.216 -4.245
C33 3.569 2.108 0.139
C34 -4.051 1.606 -1.482
C35 -3.066 -1.224 -2.276
C36 -3.641 0.350 0.667
C37 0.037 -6.082 -0.225
C38 1.177 2.652 2.491
C39 1.892 -1.310 2.250
C40 -1.880 -0.996 6.111
C41 -2.980 1.192 -0.449
C42 -5.857 1.441 0.235
C43 -3.657 3.252 0.901
C44 -1.967 -0.358 -2.093
C45 1.884 3.407 -2.136
C46 1.060 -5.039 -4.350
C47 -0.723 -7.031 0.440
C48 -4.693 3.625 -0.162
C49 -2.683 -1.274 7.346
C50 1.910 4.438 -4.331
C51 3.277 3.098 -2.270
C52 4.204 -1.947 1.938
C53 -0.334 -0.529 3.836
C54 -2.132 -5.303 1.287
C55 3.885 3.374 -3.486
C56 2.165 -3.252 -2.504
C57 2.760 -3.464 -3.742
C58 -1.485 0.214 4.087
C59 -4.333 2.384 1.963
C60 -0.991 -1.378 -4.105
C61 0.121 -1.382 -5.120
C62 3.847 -3.283 1.975
C63 2.890 2.444 4.661
C64 -1.385 -4.368 0.598
C65 3.228 -0.968 2.078
H1 -5.255 -2.512 -3.424
H2 5.238 -1.664 1.800
H3 3.093 2.961 0.628
H4 3.808 -2.098 -1.768
H5 0.508 -2.954 2.318
H6 -4.346 -3.746 -2.557
H7 -6.714 1.946 0.694
H8 3.732 4.210 -5.453
H9 4.587 1.580 -1.645
H10 1.522 4.770 2.608
H11 3.520 0.072 2.048
H12 -0.486 -5.338 -2.891
H13 -3.572 2.243 -2.227
H14 -5.282 0.445 2.064
H15 -1.649 5.547 -1.763
H16 2.229 -4.691 2.115
H17 3.666 -2.918 -3.978
H18 1.400 4.979 -5.120
H19 -2.961 -4.960 1.890
H20 -3.983 -0.613 0.293
H21 -4.236 4.271 -0.919
H22 0.921 -2.111 4.588
H23 6.016 3.038 -0.182
H24 -3.885 -1.225 -1.571
H25 -3.259 4.162 1.362
H26 -2.008 3.117 -0.494
H27 0.618 -5.723 -5.063
H28 -6.230 0.527 -0.239
H29 4.914 3.070 -3.631
H30 1.083 -1.190 -4.645
H31 -2.879 0.138 1.426
H32 -4.268 -3.674 -4.319
H33 -2.147 -2.924 -5.067
H34 -0.447 -2.520 6.579
H35 -2.420 -7.394 1.703
H36 2.828 1.320 0.029
H37 -5.517 4.184 0.296
H38 -0.897 2.995 -4.384
H39 2.732 -2.767 -0.519
H40 0.179 -2.337 -5.643
H41 -3.635 2.155 2.772
H42 5.929 3.687 -1.820
H43 -1.165 2.674 -2.675
H44 -0.055 0.141 -2.965
H45 4.371 1.750 0.790
H46 -0.447 4.573 -0.910
H47 3.560 2.369 5.508
H48 -0.332 5.366 -3.850
H49 4.959 4.410 -0.536
H50 0.261 -2.790 -0.663
H51 -0.416 -8.066 0.384
H52 -2.198 3.834 -3.524
H53 -5.176 2.926 2.408
H54 -5.958 2.604 -1.582
H55 -1.779 0.983 3.382
H56 0.003 6.150 -1.567
H57 2.544 0.341 4.553
H58 0.538 2.731 1.619
H59 -3.146 0.583 5.392
H60 -4.426 0.729 -2.009
H61 -0.042 -0.600 -5.867
H62 2.716 -4.512 -5.614
H63 -1.756 2.205 0.994

Computed properties:
M: 1388.07 g mol⁻¹
Spin multiplicity: 3
Net charge: -1
DFT total energy: -139481.9031 eV
HOMO-LUMO gap (alpha / beta): 6.177 / 4.791 eV
HOMO (alpha / beta): -4.07 / -3.98 eV

Record 2
The following is a quantum chemistry calculation of C65H66N2OP2Pd as an isolated structure in a non-equilibrium geometry, from the OMol25 dataset.

Atoms and positions in Å:
Pd1 8.884 2.872 1.896
P1 7.180 4.024 2.867
P2 10.790 3.854 2.405
O1 3.270 0.055 0.004
N1 1.672 4.328 -2.042
N2 11.528 -1.801 2.448
C1 8.351 6.630 6.521
C2 12.526 3.734 -1.293
C3 4.444 6.760 0.321
C4 11.315 1.222 5.469
C5 13.261 2.676 5.443
C6 11.673 4.020 -0.225
C7 2.955 3.864 -1.998
C8 10.646 -0.921 1.890
C9 5.283 4.033 -2.701
C10 2.079 -0.209 0.345
C11 6.109 2.701 3.510
C12 7.748 1.664 -0.030
C13 12.574 1.577 5.970
C14 13.147 2.792 1.265
C15 6.157 2.291 4.849
C16 10.790 5.643 2.731
C17 4.999 0.240 4.254
C18 11.123 -2.754 3.469
C19 13.961 2.464 0.180
C20 0.231 -1.831 0.649
C21 10.865 7.515 4.276
C22 5.824 6.716 0.100
C23 1.406 5.731 -2.261
C24 11.008 6.150 4.025
C25 8.790 1.009 0.807
C26 3.267 2.657 -1.346
C27 10.759 1.939 4.410
C28 -0.633 -0.846 1.155
C29 8.439 4.537 5.317
C30 6.767 1.968 -2.342
C31 8.815 5.315 6.415
C32 11.019 -0.066 0.812
C33 13.644 2.916 -1.104
C34 7.830 1.807 -1.421
C35 10.434 6.529 1.696
C36 3.864 5.911 1.269
C37 6.628 5.853 0.847
C38 10.365 7.901 1.939
C39 7.128 6.381 4.433
C40 12.688 3.427 4.415
C41 -2.940 -0.436 0.299
C42 11.468 3.014 3.848
C43 7.500 7.148 5.540
C44 0.515 3.500 -1.754
C45 -2.579 -0.521 2.761
C46 -2.407 -2.618 1.405
C47 4.550 2.160 -1.360
C48 5.579 2.750 -2.128
C49 7.595 5.058 4.314
C50 4.661 5.056 2.033
C51 4.892 0.677 2.930
C52 4.018 4.585 -2.608
C53 5.394 1.931 2.572
C54 9.305 -0.844 2.363
C55 6.057 5.037 1.847
C56 1.511 -1.539 0.235
C57 1.171 0.775 0.927
C58 12.918 -1.842 2.044
C59 10.561 8.392 3.233
C60 -0.111 0.442 1.321
C61 -2.131 -1.111 1.416
C62 5.582 1.073 5.211
C63 8.405 0.056 1.839
C64 10.137 0.859 0.302
C65 11.987 3.561 1.067
H1 11.941 -3.481 3.585
H2 3.816 5.580 -3.014
H3 -0.734 1.210 1.786
H4 7.701 5.809 0.641
H5 -0.093 -2.871 0.544
H6 1.900 6.352 -1.501
H7 11.261 5.470 4.840
H8 13.421 2.456 2.264
H9 3.814 7.446 -0.246
H10 10.964 7.894 5.297
H11 2.480 2.132 -0.811
H12 12.303 4.146 -2.276
H13 14.843 1.844 0.356
H14 -4.023 -0.532 0.447
H15 7.137 8.174 5.618
H16 -2.704 0.633 0.253
H17 2.114 -2.333 -0.200
H18 9.749 1.678 4.051
H19 10.204 6.152 0.698
H20 10.125 8.590 1.127
H21 10.437 1.508 -0.519
H22 6.765 1.720 0.435
H23 13.177 4.336 4.060
H24 14.263 2.624 -1.954
H25 12.018 -0.165 0.379
H26 4.202 4.417 2.791
H27 7.370 0.043 2.173
H28 -0.364 3.966 -2.222
H29 6.635 2.923 5.600
H30 5.613 0.786 6.256
H31 9.483 4.902 7.180
H32 8.822 1.672 -1.869
H33 -3.435 -2.842 1.715
H34 2.786 5.917 1.429
H35 8.668 7.257 7.358
H36 10.453 9.457 3.446
H37 0.303 3.402 -0.680
H38 9.015 -1.517 3.175
H39 8.805 3.506 5.255
H40 -2.688 -0.881 -0.669
H41 1.780 6.048 -3.237
H42 13.374 -0.837 2.058
H43 -2.258 -3.024 0.398
H44 4.621 -0.744 4.527
H45 -2.545 0.573 2.745
H46 10.756 4.584 -0.407
H47 13.053 -2.271 1.035
H48 10.206 -3.289 3.170
H49 0.321 5.874 -2.208
H50 6.473 6.806 3.666
H51 4.763 1.218 -0.873
H52 -3.612 -0.810 3.006
H53 10.961 -2.238 4.438
H54 13.017 1.004 6.784
H55 4.425 0.051 2.171
H56 1.553 1.778 1.101
H57 0.632 2.488 -2.157
H58 13.466 -2.469 2.758
H59 -1.929 -0.878 3.568
H60 14.234 2.975 5.836
H61 10.748 0.402 5.912
H62 6.053 4.577 -3.244
H63 6.974 1.587 -3.358
H64 5.248 2.290 1.549
H65 -1.723 -3.130 2.090
H66 6.271 7.340 -0.680

Computed properties:
M: 1059.62 g mol⁻¹
Spin multiplicity: 1
DFT total energy: -95558.4754 eV
HOMO-LUMO gap: 3.182 eV
HOMO: -4.96 eV

Record 3
The following is a quantum chemistry calculation of C65H72MgN7PSSbSi as an isolated structure, from the OMol25 dataset.

Atoms and positions in Å:
Sb1 3.293 -0.208 -0.245
S1 -0.042 -2.257 -1.332
P1 -1.196 2.672 1.510
Si1 -1.851 -5.440 -1.170
Mg1 -0.423 -0.031 -0.277
N1 0.823 4.042 0.197
N2 -0.248 0.008 1.949
N3 -2.163 1.277 -0.758
N4 0.467 2.038 -0.654
N5 -0.817 1.149 3.760
N6 -3.688 2.466 0.297
N7 -2.066 -1.381 -0.010
C1 0.664 -4.402 2.199
C2 1.318 -2.564 4.158
C3 -2.180 -6.465 0.392
C4 3.043 2.491 -3.282
C5 -3.057 -6.127 -2.452
C6 -4.634 0.379 -3.458
C7 -0.720 1.166 2.404
C8 0.243 -0.530 7.878
C9 0.957 1.313 -3.484
C10 4.095 6.749 -1.206
C11 -0.400 -0.075 4.190
C12 -3.301 -1.351 0.488
C13 -6.636 1.041 -0.791
C14 -3.710 -1.281 -4.934
C15 -0.090 -5.707 -1.790
C16 2.880 6.614 -3.272
C17 2.567 1.219 -5.266
C18 -7.615 3.493 -1.652
C19 -1.239 2.230 4.633
C20 2.350 5.106 -1.466
C21 3.338 5.708 -0.689
C22 0.191 -3.102 2.118
C23 -8.482 2.428 -1.459
C24 -2.379 -3.668 -0.708
C25 -6.256 3.333 -1.423
C26 1.331 2.703 -1.474
C27 4.900 2.409 -0.067
C28 1.771 -3.868 4.253
C29 0.173 2.854 0.343
C30 4.956 1.021 0.561
C31 0.281 0.015 6.604
C32 -1.607 -2.483 -0.642
C33 5.425 -1.207 -2.425
C34 4.055 -1.558 2.372
C35 -4.323 3.346 1.262
C36 -0.498 -0.530 5.587
C37 3.871 7.202 -2.497
C38 -4.753 -0.444 -4.565
C39 -5.756 2.100 -1.010
C40 1.444 -4.795 3.273
C41 1.561 3.972 -0.957
C42 -1.394 -2.131 7.151
C43 0.507 -2.163 3.090
C44 -2.393 2.049 0.291
C45 -0.034 -0.790 3.056
C46 -0.584 -1.610 8.151
C47 -1.350 -1.596 5.875
C48 3.692 -2.011 0.962
C49 1.797 2.150 -2.752
C50 4.709 -3.014 0.433
C51 6.371 0.458 0.481
C52 3.989 -0.721 -2.288
C53 1.345 0.844 -4.729
C54 -2.405 -0.426 -3.110
C55 -2.528 -1.253 -4.212
C56 -4.170 -2.408 0.365
C57 0.709 5.203 1.064
C58 3.001 -1.719 -2.881
C59 -4.311 1.910 -0.791
C60 -3.677 -3.572 -0.224
C61 -7.992 1.206 -1.018
C62 2.123 5.575 -2.761
C63 -3.341 1.172 -1.456
C64 3.417 2.038 -4.536
C65 -3.466 0.375 -2.689
H1 0.685 0.193 -5.289
H2 -6.246 0.084 -0.463
H3 -5.449 1.037 -3.205
H4 4.789 -3.853 1.132
H5 -2.052 -2.964 7.363
H6 2.858 0.880 -6.252
H7 -3.596 -0.437 0.998
H8 6.774 0.570 -0.524
H9 -0.415 2.918 4.823
H10 6.137 -0.436 -2.139
H11 -0.318 5.315 1.403
H12 -5.182 -2.359 0.741
H13 0.413 -5.110 1.420
H14 4.411 -3.417 -0.535
H15 -9.539 2.549 -1.655
H16 3.884 0.226 -2.819
H17 2.397 -4.152 5.089
H18 3.718 3.113 -2.713
H19 3.257 -1.929 -3.924
H20 -1.815 -7.485 0.251
H21 1.357 5.106 1.936
H22 2.713 -2.493 0.978
H23 -2.965 -7.215 -2.465
H24 7.028 1.008 1.162
H25 6.419 -0.596 0.752
H26 -1.718 -6.064 1.295
H27 0.875 -0.124 8.657
H28 -5.369 3.072 1.368
H29 5.702 -2.572 0.335
H30 -2.845 -5.763 -3.459
H31 3.540 5.349 0.313
H32 -2.058 2.787 4.185
H33 3.898 2.836 0.005
H34 -4.271 4.386 0.938
H35 0.422 -4.773 -2.008
H36 5.604 3.088 0.427
H37 -0.600 -2.045 9.141
H38 4.466 8.012 -2.896
H39 0.997 6.090 0.508
H40 -5.668 -0.428 -5.144
H41 3.346 -0.819 2.755
H42 5.056 -1.120 2.398
H43 5.177 2.363 -1.123
H44 -1.695 -1.882 -4.500
H45 -4.327 -4.439 -0.287
H46 -3.255 -6.534 0.578
H47 -0.438 -2.818 1.299
H48 1.351 5.114 -3.363
H49 3.015 -2.663 -2.330
H50 -1.478 -0.421 -2.559
H51 0.509 -6.262 -1.065
H52 1.982 -1.332 -2.860
H53 -5.574 4.158 -1.590
H54 -1.965 -2.012 5.086
H55 0.948 0.843 6.391
H56 -0.020 1.063 -3.088
H57 1.801 -5.815 3.344
H58 -3.815 -1.941 -5.785
H59 4.868 7.203 -0.601
H60 -7.995 4.449 -1.988
H61 -4.099 -5.890 -2.225
H62 -0.117 -6.294 -2.710
H63 1.626 -1.848 4.905
H64 4.384 2.315 -4.936
H65 -1.571 1.810 5.578
H66 4.673 1.104 1.615
H67 -3.829 3.252 2.225
H68 4.044 -2.412 3.052
H69 -8.670 0.378 -0.856
H70 5.620 -2.094 -1.826
H71 5.625 -1.461 -3.472
H72 2.701 6.966 -4.279

Computed properties:
M: 1188.53 g mol⁻¹
Spin multiplicity: 1
Net charge: +1
DFT total energy: -118990.3637 eV
HOMO-LUMO gap: 7.398 eV
HOMO: -9.41 eV